Formula: C14H16
Source: OMol25
Level of theory: ωB97M-V/def2-TZVPD

Computed properties:
Relative energy (zero: lowest compared OMol25 entry of this formula, charge and spin), kcal/mol: 16.4
2S+1: 1
Structure (SMILES): Cc1ccccc1.Cc1ccccc1
Orbital gap, eV: 9.9

Last column: Mulliken charge in e.
Element x y z (Å)
C  -1.096  -1.548  4.037  -1.357
C  -1.943  -0.687  0.439  -0.303
C  -1.283  -1.176  1.549  -0.529
C  -3.046  0.168  0.620  -0.571
C  -1.779  -0.949  2.832  0.892
C  -3.392  0.540  1.890  -0.372
C  -2.842  -0.077  3.028  -0.549
H  -1.611  -0.917  -0.557  0.417
H  -0.372  -1.731  1.409  0.382
H  -3.501  0.605  -0.261  0.350
H  -4.108  1.327  2.059  0.354
H  -1.445  -1.133  4.982  0.350
H  -0.021  -1.335  4.035  0.315
H  -3.346  0.008  3.981  0.322
H  -1.195  -2.634  4.049  0.293
C  3.724  -0.563  -0.723  -1.338
C  2.343  -0.399  -2.826  -0.451
C  2.809  0.168  -1.658  0.845
C  1.262  0.185  -3.494  -0.380
C  0.702  1.367  -3.054  -0.546
C  2.365  1.445  -1.309  -0.409
C  1.399  2.079  -2.077  -0.426
H  2.729  -1.289  -3.307  0.316
H  0.837  -0.336  -4.344  0.354
H  4.594  -0.073  -0.292  0.352
H  4.092  -1.482  -1.192  0.351
H  -0.241  1.778  -3.376  0.414
H  2.635  1.927  -0.378  0.340
H  1.092  3.080  -1.805  0.349
H  3.129  -0.997  0.092  0.234

Cartesian forces (eV/Å) of the 6 atoms listed first:
C 0.52 -0.12 -0.02
C -0.68 0.41 0.42
C -0.22 0.06 -0.20
C 1.23 -0.14 -0.70
C 0.24 0.37 0.99
C -0.58 0.07 1.13


Formula: C2H12BeO6
Source: OMol25
Level of theory: ωB97M-V/def2-TZVPD

Computed properties:
Relative energy (zero: lowest compared OMol25 entry of this formula, charge and spin), kcal/mol: 155.4
2S+1: 1
Orbital gap, eV: 2.6

Last column: Mulliken charge in e.
Element x y z (Å)
Be  3.349  15.458  2.961  -0.438
O  0.675  18.046  3.623  -0.905
C  1.746  18.995  3.696  -0.344
C  2.342  19.065  2.275  0.465
O  3.320  20.090  2.076  -0.852
H  2.507  18.690  4.401  -0.058
H  1.371  19.960  4.061  0.278
H  1.594  19.353  1.591  0.314
H  2.838  18.079  2.084  -0.493
O  4.043  15.788  1.497  -0.269
H  3.492  16.033  0.704  0.350
H  4.857  15.346  1.229  0.344
O  3.358  13.865  3.320  -0.069
H  3.816  13.150  2.792  0.318
H  2.774  13.400  3.919  0.332
O  1.665  15.917  2.766  -0.305
H  0.938  15.630  2.193  0.311
H  1.289  16.737  3.125  0.426
O  4.079  16.284  4.138  -0.090
H  4.269  15.827  4.945  0.341
H  3.945  17.228  4.328  0.342

Cartesian forces (eV/Å) of the 6 atoms listed first:
Be -2.52 1.55 -0.90
O 1.32 -0.55 0.42
C -2.52 -1.56 -1.48
C 3.64 3.70 0.63
O -0.79 -1.89 0.76
H 1.13 -0.36 0.78


Formula: C23H30N3O2S
Source: OMol25
Level of theory: ωB97M-V/def2-TZVPD

Computed properties:
Relative energy (zero: lowest compared OMol25 entry of this formula, charge and spin), kcal/mol: 3.7
2S+1: 1
Structure (SMILES): CC(=O)c1ccc2c(c1)N(CCCN1CC[NH+](CCO)CC1)c1ccccc1S2
Charge: +1
Orbital gap, eV: 6.6

Last column: Mulliken charge in e.
Element x y z (Å)
C  -1.887  -3.837  -0.192  -1.784
C  -1.183  -2.516  -0.123  0.671
O  -1.833  -1.461  -0.127  -0.481
C  0.271  -2.495  -0.046  -0.157
C  1.060  -3.648  -0.015  -0.915
C  2.426  -3.516  0.079  -1.177
C  3.040  -2.269  0.173  0.688
C  2.278  -1.086  0.154  0.101
C  0.907  -1.245  0.016  1.585
H  0.266  -0.386  -0.044  -0.937
N  2.836  0.177  0.307  0.413
C  4.188  0.438  0.056  1.141
C  4.636  1.738  -0.188  -0.498
C  5.971  2.016  -0.423  -0.981
C  6.909  1.001  -0.441  -0.656
C  6.489  -0.296  -0.212  -0.563
C  5.155  -0.570  0.040  0.390
S  4.772  -2.270  0.374  -0.429
H  7.193  -1.113  -0.212  0.390
H  7.949  1.210  -0.627  0.410
H  6.271  3.037  -0.598  0.390
H  3.943  2.561  -0.198  0.260
C  1.969  1.265  0.718  -1.815
H  2.567  1.973  1.297  0.680
H  1.225  0.847  1.401  0.449
C  1.279  2.006  -0.443  0.321
H  0.929  1.290  -1.186  0.321
H  2.014  2.631  -0.950  0.553
C  0.117  2.919  -0.001  -1.766
N  -1.201  2.329  0.137  0.168
C  -1.455  1.538  1.321  0.084
C  -2.962  1.332  1.474  -1.246
N  -3.468  0.624  0.280  0.775
H  -2.878  -0.242  0.158  -0.014
C  -4.872  0.194  0.408  -0.467
H  -4.993  -0.298  1.376  0.350
C  -5.263  -0.841  -0.673  -0.497
H  -4.374  -1.416  -0.949  0.230
O  -6.166  -1.781  -0.171  -0.537
H  -7.052  -1.408  -0.105  0.340
H  -5.657  -0.348  -1.570  0.321
H  -5.522  1.073  0.378  0.457
C  -3.222  1.473  -0.906  -1.148
C  -1.718  1.689  -1.054  -0.184
H  -1.530  2.341  -1.908  0.576
H  -1.258  0.708  -1.258  0.009
H  -3.613  0.979  -1.794  0.483
H  -3.730  2.429  -0.763  0.384
H  -3.166  0.735  2.364  0.463
H  -3.471  2.295  1.558  0.362
H  -1.077  2.078  2.191  0.596
H  -0.988  0.541  1.297  -0.031
H  0.011  3.714  -0.745  0.423
H  0.366  3.391  0.951  0.480
H  3.056  -4.392  0.105  0.399
H  0.623  -4.631  -0.063  0.474
H  -1.571  -4.382  -1.079  0.427
H  -1.641  -4.439  0.681  0.414
H  -2.964  -3.687  -0.228  0.303

Cartesian forces (eV/Å) of the 6 atoms listed first:
C -0.24 0.12 -0.01
C -0.46 0.08 -0.01
O 0.25 -0.49 -0.01
C 0.82 0.24 0.06
C -0.41 0.26 0.00
C 0.23 0.24 0.01


Formula: C19H20F4IrN3O4
Source: OMol25
Level of theory: ωB97M-V/def2-TZVPD

Computed properties:
2S+1: 6
Charge: +3
Orbital gap (alpha / beta), eV: 8.6 / 6.6

Last column: Löwdin spin population.
Element x y z (Å)
Ir  -0.700  1.559  0.381  2.448
O  2.545  2.553  -2.237  0.007
C  1.768  2.103  -1.289  0.011
O  0.628  2.536  -1.046  0.095
C  2.280  0.924  -0.476  0.004
C  3.583  0.536  -0.351  0.021
C  3.777  -0.623  0.567  0.015
C  3.164  -0.428  1.996  0.006
C  1.737  0.218  1.933  0.005
N  1.285  0.394  0.469  0.093
C  1.416  1.634  2.538  0.012
O  2.147  2.158  3.474  0.005
O  0.361  2.191  2.232  0.098
H  2.185  3.333  -2.659  0.000
H  4.438  1.003  -0.870  0.001
H  4.837  -0.887  0.771  0.000
H  3.837  -0.001  2.686  0.001
H  2.970  1.666  3.728  0.001
C  -2.045  0.427  -3.301  0.051
C  -3.260  -0.289  -2.765  0.053
N  -3.345  -0.188  -1.281  0.630
C  -4.048  0.952  -0.737  0.075
C  -3.366  1.777  0.337  0.071
C  -2.876  -1.269  -0.437  0.061
C  -1.508  -1.692  -0.658  0.063
N  -0.586  -0.658  -0.247  0.397
C  0.696  -0.807  -0.035  0.094
C  0.933  -0.785  2.703  -0.001
F  -0.390  -0.511  3.077  0.004
C  1.528  -1.978  2.791  0.005
F  1.157  -3.033  3.393  0.001
C  2.871  -1.932  2.102  0.055
C  2.920  -1.978  0.398  0.031
F  3.618  -3.015  -0.116  0.001
C  1.583  -1.832  -0.179  0.319
F  1.013  -2.902  -0.579  0.120
H  -2.260  0.629  -4.401  0.004
H  -1.084  -0.103  -3.366  0.001
H  -1.975  1.361  -2.762  0.003
H  -3.265  -1.354  -3.039  0.007
H  -4.070  0.375  -3.117  0.011
H  -4.982  0.494  -0.332  0.039
H  -4.365  1.659  -1.467  0.002
H  -3.070  1.139  1.189  0.011
H  -4.091  2.681  0.629  0.002
H  -2.495  2.251  -0.234  0.014
H  -3.513  -2.202  -0.535  0.031
H  -2.919  -0.907  0.551  0.001
H  -1.367  -1.950  -1.694  0.012
H  -1.430  -2.629  -0.081  0.010
H  3.733  -2.601  2.348  0.004

Cartesian forces (eV/Å) of the 6 atoms listed first:
Ir 0.36 -0.38 0.21
O -0.03 -1.06 1.33
C -0.13 -0.92 0.43
O 0.54 0.27 -0.64
C 1.46 1.25 0.49
C -1.34 -0.09 -0.52


Going through the records in order, we get molecular weight values of 184.28; 141.12; 412.58; 622.60 g/mol.